1.
A molecular structure, C26H32IrO2PS2. Source: the Open Molecules 2025 dataset; level of theory: the ωB97M-V functional and the def2-TZVPD basis.

⟨S²⟩	0.76
energy above the lowest of the compared OMol25 structures with the same formula, charge and spin	15.7	kcal per mole
electronic energy	-65368.1672	eV
charge	+1
spin multiplicity	2
highest occupied orbital energy (alpha / beta)	-10.09 / -11.13	eV

Cartesian coordinates (Å):
Ir  0.03475  -0.20693  0.66691
C  -1.58388  1.60572  -1.36019
O  -0.65412  1.63509  -0.26528
C  0.28917  2.72681  -0.30854
C  1.58195  2.29814  -0.96361
O  2.17087  1.25063  -0.20715
C  3.15872  1.69212  0.72216
H  -2.10624  2.56059  -1.40465
H  -2.29179  0.80979  -1.14995
H  -1.06711  1.41167  -2.30134
H  0.46610  3.01262  0.72990
H  -0.17637  3.56679  -0.82546
H  2.25377  3.15779  -1.04493
H  1.40105  1.91601  -1.97081
H  4.02407  2.09579  0.19268
H  3.45949  0.82389  1.30311
H  2.76088  2.45385  1.39913
S  -1.59377  0.12577  2.57234
P  -0.84877  -1.69294  3.02938
S  1.02370  -1.64506  2.17853
C  -1.79912  -3.00503  2.24113
C  -3.16306  -2.83327  2.01653
C  -3.89274  -3.84589  1.41138
C  -3.26346  -5.02226  1.02734
C  -1.90443  -5.19460  1.25132
C  -1.16976  -4.18891  1.85957
C  -0.76983  -2.01884  4.78603
C  -0.05692  -1.13082  5.59269
C  0.01403  -1.35185  6.95579
C  -0.62494  -2.45355  7.51426
C  -1.33411  -3.33576  6.71379
C  -1.40879  -3.12302  5.34466
H  -3.64676  -1.90983  2.30856
H  -4.95270  -3.71460  1.23839
H  -3.83331  -5.80689  0.54707
H  -1.41458  -6.10892  0.94550
H  -0.10761  -4.32061  2.02667
H  0.43298  -0.27156  5.15016
H  0.56414  -0.66630  7.58625
H  -0.56910  -2.62241  8.58163
H  -1.83046  -4.19045  7.15314
H  -1.96246  -3.81019  4.71820
C  1.75266  -2.21572  -1.28149
C  0.25647  -2.17484  -1.60637
C  0.06771  -1.30760  -2.87650
C  -0.52359  -1.47194  -0.52939
C  -0.34676  -3.56203  -1.85121
C  -1.69968  -3.68266  -2.17263
C  -2.26865  -4.91820  -2.43149
C  -1.49133  -6.06714  -2.37250
C  -0.14820  -5.96255  -2.05189
C  0.41911  -4.72062  -1.79119
H  2.12721  -1.20080  -1.13678
H  2.30184  -2.66468  -2.10999
H  1.95346  -2.78576  -0.37568
H  0.52647  -0.32723  -2.73144
H  -0.98235  -1.17658  -3.13967
H  0.56342  -1.80557  -3.71010
H  -1.57457  -1.77562  -0.45864
H  -2.32522  -2.79893  -2.23939
H  -3.31848  -4.98346  -2.68687
H  -1.92957  -7.03393  -2.58263
H  0.47014  -6.84992  -2.00762
H  1.47057  -4.67175  -1.54425

---

2.
A single C26H32N2O2 molecule. Source: the Open Molecules 2025 dataset; level of theory: the ωB97M-V functional and the def2-TZVPD basis.

energy above the lowest of the compared OMol25 structures with the same formula, charge and spin	1.2	kcal per mole
electronic energy	-34558.7198	eV
SMILES	O=C(NCC1(c2ccccc2)CCCC1)C(=O)NCC1(c2ccccc2)CCCC1
charge	0
highest occupied orbital energy	-8.85	eV

Cartesian coordinates (Å):
O  -0.78375  -1.98475  1.48292
C  -0.91956  -1.93486  0.27189
N  -2.07316  -1.95547  -0.40143
H  -1.98850  -1.85439  -1.40605
C  -3.36553  -1.79791  0.21522
H  -3.22813  -2.00841  1.27796
H  -4.06217  -2.52756  -0.20930
C  -3.90098  -0.36388  0.00967
C  -2.82906  0.57450  0.54528
C  -2.06097  1.40979  -0.25350
C  -1.05002  2.18456  0.28976
C  -0.77724  2.13360  1.64271
C  -1.53999  1.31231  2.45462
C  -2.55240  0.54653  1.91080
H  -3.12536  -0.09593  2.56286
H  -1.34084  1.25855  3.51479
H  0.02353  2.72685  2.05853
H  -0.46464  2.82061  -0.35643
H  -2.22965  1.47675  -1.31644
C  -4.27303  -0.14112  -1.46622
H  -3.43079  0.12429  -2.09927
H  -4.71001  -1.06094  -1.86279
C  -5.35177  0.93183  -1.40975
H  -5.89756  1.03378  -2.34680
H  -4.90739  1.89512  -1.15550
C  -6.23247  0.43748  -0.26576
H  -6.90223  -0.34194  -0.63260
C  -5.24467  -0.14531  0.75652
H  -5.10554  0.55041  1.58232
H  -5.61601  -1.08331  1.16953
H  -6.84217  1.23080  0.16361
C  0.28950  -1.89434  -0.66729
O  0.16259  -1.83346  -1.87925
N  1.43542  -1.95251  0.01211
H  1.34136  -1.97633  1.02088
C  2.74758  -1.95406  -0.57789
H  2.60666  -1.93454  -1.65971
H  3.25689  -2.89080  -0.31987
C  3.60763  -0.77339  -0.09644
C  2.96873  0.56363  -0.43554
C  3.03096  1.65115  0.42851
C  2.54169  2.89164  0.05752
C  1.97365  3.07545  -1.18929
C  1.89352  2.00020  -2.05651
C  2.38992  0.76417  -1.68602
H  2.32028  -0.04475  -2.39549
H  1.44908  2.12331  -3.03345
H  1.60371  4.04706  -1.48453
H  2.61414  3.72082  0.74705
H  3.47823  1.55490  1.40430
C  3.94405  -0.94166  1.39981
H  3.21997  -0.43965  2.03889
H  3.91343  -2.00300  1.65148
C  5.37657  -0.40983  1.59609
H  6.01237  -1.19169  2.01191
H  5.40927  0.43496  2.28336
C  5.87172  -0.00813  0.20080
H  6.93290  -0.21204  0.06577
H  5.70489  1.05626  0.03119
C  5.00131  -0.81595  -0.75527
H  4.99389  -0.40503  -1.76356
H  5.35189  -1.84872  -0.80121

---

3.
A molecular structure, C26H33B2F5N3O7PS2V. Source: the Open Molecules 2025 dataset; level of theory: the ωB97M-V functional and the def2-TZVPD basis.

⟨S²⟩	0.85
energy above the lowest of the compared OMol25 structures with the same formula, charge and spin	0.0	kcal per mole
electronic energy	-117896.3867	eV
charge	0
spin multiplicity	2
highest occupied orbital energy (alpha / beta)	-7.76 / -7.93	eV

Cartesian coordinates (Å):
V  -0.95820  1.16591  -0.62878
C  -0.88829  -4.76423  -0.64316
C  -1.92848  -4.11377  0.24228
O  -2.84108  -3.34926  -0.55142
P  -2.94485  -1.73746  -0.20799
S  -2.46048  1.39414  0.65758
S  -1.08508  -1.11295  -1.06383
O  -4.07196  -1.35169  -1.28575
C  -4.03599  -1.75266  -2.66494
C  -5.03779  -2.85879  -2.91220
H  -0.22041  -5.38702  -0.04447
H  -0.29775  -4.00221  -1.15209
H  -1.37012  -5.39390  -1.39237
H  -1.44588  -3.47300  0.98929
H  -2.50941  -4.86757  0.77762
H  -3.02255  -2.06475  -2.92534
H  -4.27790  -0.86107  -3.24228
H  -4.77565  -3.74534  -2.33656
H  -5.05533  -3.11979  -3.97249
H  -6.03843  -2.53588  -2.62354
C  2.54683  -1.88608  -4.60757
N  2.35118  -0.97199  -3.50364
C  3.19443  -0.87273  -2.33711
C  2.40667  0.12308  -1.52931
O  2.83678  0.49934  -0.40934
N  1.29136  0.50115  -2.13803
C  1.27069  -0.20677  -3.31038
N  0.28527  -0.13968  -4.17561
H  3.56730  -2.25828  -4.57529
H  2.41367  -1.37068  -5.56002
H  1.86388  -2.73669  -4.55127
H  4.19397  -0.49683  -2.56034
H  3.27371  -1.81635  -1.79283
H  -0.59030  0.30396  -3.90491
H  0.26264  -0.77102  -4.95701
O  2.44140  3.99372  -0.72327
B  1.66101  2.93509  -0.32519
O  0.30536  3.15920  -0.69895
C  0.29256  4.43463  -1.27078
C  -0.76291  5.19419  -1.71313
C  -0.45690  6.45645  -2.21529
C  0.85023  6.92950  -2.25457
C  1.90648  6.15947  -1.77946
C  1.58853  4.91448  -1.28782
H  -1.77744  4.83713  -1.67571
H  -1.26075  7.08229  -2.57836
H  1.04780  7.91660  -2.65049
H  2.92771  6.51434  -1.77856
C  2.93723  -2.09356  5.75221
C  1.61132  -1.32205  5.80513
C  1.75128  -0.14101  6.77501
C  0.53490  -2.26174  6.34868
C  1.27306  -0.79788  4.40854
C  0.11061  -1.15527  3.73705
C  -0.19471  -0.67393  2.45807
C  0.70809  0.17393  1.87701
O  0.65991  0.81388  0.64659
B  1.99494  1.48336  0.49157
O  2.60317  1.43940  1.79137
C  1.87206  0.55600  2.53088
C  2.17109  0.08417  3.78399
H  3.19370  -2.47105  6.74502
H  3.75847  -1.46145  5.41207
H  2.86198  -2.94303  5.07057
H  1.99344  -0.50177  7.77752
H  0.82014  0.42602  6.82910
H  2.54288  0.54198  6.46445
H  0.82578  -2.60940  7.34180
H  0.40720  -3.14010  5.71309
H  -0.42999  -1.76032  6.44155
H  -0.59949  -1.82131  4.20522
H  -1.11164  -0.94886  1.95630
H  3.08484  0.40425  4.26769
F  -1.13570  2.65382  -3.15319
C  -1.97021  1.78937  -2.45499
F  -2.18605  0.75406  -3.39328
C  -3.35692  2.46190  -2.44238
F  -3.66000  2.97681  -3.64815
F  -4.29966  1.57523  -2.13040
F  -3.43721  3.47233  -1.56342